A | {
  "formula": "C16H26N4O3S",
  "method": "the ωB97M-V functional and the def2-TZVPD basis",
  "homo_energy_ev": -7.95,
  "elements": ["C", "H", "C", "C", "C", "C", "C", "C", "O", "N", "N", "C", "C", "C", "N", "C", "S", "N", "C", "O", "H", "C", "C", "C", "C", "H", "H", "H", "H", "H", "H", "H", "H", "H", "O", "H", "H", "H", "H", "H", "H", "H", "H", "H", "H", "H", "H", "H", "H", "H"],
  "coordinates": [[-6.9785, -2.2670, 0.3197], [-6.6485, -3.1470, -0.3801], [-6.2826, -0.9154, -0.4143], [-4.8674, -1.1333, -0.5452], [-4.2749, -0.0920, -1.4115], [-4.4811, 1.3466, -0.4960], [-3.7485, 1.3960, 0.9468], [-2.1898, 1.4733, 0.4109], [-1.5325, 2.4216, 0.1350], [-1.6083, 0.1428, 0.6509], [-0.3939, 0.1871, 0.4507], [0.0751, -1.0839, 0.4072], [1.6017, -1.5609, 0.1545], [2.4383, -0.2337, -0.0122], [3.7354, -0.5301, -0.4131], [4.2426, -1.7914, -0.0510], [5.9532, -2.1962, -0.3499], [3.4414, -2.8422, 0.2093], [2.2126, -2.6158, 0.3050], [1.4549, -3.6791, 0.7529], [3.8605, -3.7102, 0.1062], [4.4719, 0.7260, -0.4370], [5.1501, 1.3664, 0.7404], [5.9141, 2.5581, 0.5729], [7.2394, 2.3939, -0.6452], [7.9044, 1.4558, 0.0581], [7.0153, 1.7321, -1.4203], [7.8968, 3.2781, -0.4893], [6.1776, 2.9175, 1.4672], [5.3915, 3.1926, -0.0629], [5.7936, 0.6249, 1.1389], [4.2946, 1.4843, 1.2195], [4.0153, 1.3999, -1.1110], [5.3775, 0.1454, -1.2518], [1.9649, 0.8562, -0.1455], [1.0544, 1.1551, 0.0665], [-0.3706, -2.0660, 0.5842], [-2.2390, -0.5876, 1.1610], [-3.8863, 2.5366, 1.2512], [-4.0964, 0.8676, 1.5607], [-5.3977, 1.5728, -0.1970], [-4.1825, 2.2853, -0.9712], [-3.3421, -0.1654, -1.4176], [-4.8369, 0.0316, -2.2060], [-4.7834, -1.9509, -1.1423], [-4.3326, -1.2674, 0.4668], [-6.7958, -0.9614, -1.3338], [-6.5762, -0.2947, 0.2704], [-8.0826, -2.0903, 0.2184], [-6.7491, -2.3656, 1.2787]]
}


B | {
  "formula": "C16H26N4O3S",
  "method": "the ωB97M-V functional and the def2-TZVPD basis",
  "homo_energy_ev": -8.70,
  "elements": ["C", "C", "C", "C", "C", "C", "C", "O", "N", "N", "C", "C", "C", "O", "N", "C", "S", "N", "C", "C", "C", "C", "C", "O", "H", "H", "H", "H", "H", "H", "H", "H", "H", "H", "H", "H", "H", "H", "H", "H", "H", "H", "H", "H", "H", "H", "H", "H", "H", "H"],
  "coordinates": [[-2.0136, -0.3936, -0.7907], [-3.2683, -1.1922, -0.4542], [-3.3665, -1.6177, 1.0279], [-2.2202, -2.5505, 1.4717], [-2.2274, -3.0537, 2.9300], [-2.2596, -1.9210, 3.9961], [-1.1843, -0.8085, 3.8003], [-1.5306, 0.3431, 3.9024], [0.1258, -1.0830, 3.4087], [0.9783, -0.0181, 2.8801], [1.5222, -0.1423, 1.6164], [1.5793, 0.9240, 0.7015], [1.0475, 2.2359, 0.9613], [0.4231, 2.4422, 1.9793], [1.1341, 3.2392, 0.0639], [1.6544, 3.0602, -1.1648], [1.3908, 4.4281, -2.0511], [2.2194, 1.8657, -1.5383], [2.7297, 1.7023, -2.8872], [4.2507, 1.4375, -2.9266], [2.0022, 0.6205, -3.6891], [0.5140, 0.9335, -3.7587], [2.2168, 0.8140, -0.6132], [2.6943, -0.2763, -0.8753], [-2.0225, -0.1657, -1.8789], [-1.9119, 0.5448, -0.1957], [-1.1077, -1.0063, -0.5413], [-3.3362, -2.0926, -1.0992], [-4.1288, -0.5671, -0.7694], [-3.3861, -0.7581, 1.6553], [-4.3238, -2.1301, 1.1750], [-2.2425, -3.4410, 0.8091], [-1.2567, -2.0249, 1.3119], [-1.3033, -3.6983, 3.0351], [-3.0559, -3.7605, 3.1025], [-3.2281, -1.3883, 4.0663], [-2.1034, -2.3909, 4.9752], [0.4002, -2.0631, 3.4095], [0.5609, 0.9353, 2.9937], [1.9495, -1.0751, 1.3118], [0.6096, 4.0923, 0.2441], [2.5525, 2.6239, -3.4404], [4.6419, 1.4150, -3.9389], [4.7636, 2.2296, -2.3434], [4.4534, 0.4418, -2.4642], [2.1730, -0.3825, -3.2854], [2.4015, 0.6169, -4.7182], [0.0502, 0.2831, -4.5050], [0.0277, 0.8047, -2.7952], [0.4108, 1.9676, -4.1048]]
}


Best to worst by energy: B, A.


A | {
  "formula": "C3H6BrIO",
  "method": "the ωB97M-V functional and the def2-TZVPD basis",
  "homo_energy_ev": [-9.27, -8.27],
  "elements": ["C", "C", "C", "O", "Br", "I", "H", "H", "H", "H", "H", "H"],
  "coordinates": [[1.5307, -1.7624, -0.5997], [-0.7955, 1.6069, 0.2386], [-1.1391, 0.3472, -0.0559], [-1.7538, -0.4764, 0.8150], [1.0617, -2.1114, -2.3774], [2.2005, 1.6065, 0.9886], [0.7591, -1.5647, 0.1736], [2.5554, -1.7977, -0.3232], [-0.2278, 2.2341, -0.5092], [-1.1741, 1.9987, 1.1591], [-1.1043, -0.0653, -1.0819], [-1.9129, -0.0156, 1.5724]]
}


B | {
  "formula": "C3H6BrIO",
  "method": "the ωB97M-V functional and the def2-TZVPD basis",
  "homo_energy_ev": -8.32,
  "elements": ["C", "C", "C", "O", "Br", "I", "H", "H", "H", "H", "H", "H"],
  "coordinates": [[-1.4499, 0.4177, -0.0078], [-0.3511, -0.3641, -0.6755], [1.6149, 0.4357, 0.1352], [-0.3229, -1.6682, -0.5347], [1.2095, 2.0768, 1.0315], [2.2799, -1.1468, 1.3390], [-1.9640, -0.4384, 0.7383], [-0.9792, 1.3058, 0.5925], [-2.2786, 0.7447, -0.7281], [0.1432, 0.0339, -1.5310], [2.3848, 0.5897, -0.6839], [-0.2864, -1.9867, 0.3246]]
}


Best to worst by energy: B, A.


A | {
  "formula": "C35H21BrF6N7O5S2Ta",
  "method": "the ωB97M-V functional and the def2-TZVPD basis",
  "homo_energy_ev": -13.08,
  "charge": 2,
  "elements": ["Ta", "C", "C", "N", "C", "C", "C", "C", "C", "C", "C", "N", "C", "C", "C", "C", "C", "C", "C", "C", "N", "C", "H", "H", "H", "H", "H", "H", "H", "H", "H", "H", "H", "H", "Br", "C", "C", "C", "C", "C", "C", "N", "N", "C", "C", "C", "C", "O", "C", "N", "C", "C", "C", "C", "H", "H", "H", "H", "H", "H", "H", "H", "H", "F", "C", "F", "F", "S", "O", "O", "N", "S", "O", "O", "C", "F", "F", "F"],
  "coordinates": [[0.8856, -0.4464, -1.4571], [0.7898, 3.5381, -3.4168], [1.1531, 2.5236, -2.5307], [0.3403, 1.5137, -2.2616], [-0.9016, 1.4619, -2.8411], [-1.3105, 2.4014, -3.7952], [-0.4195, 3.4640, -4.0636], [-2.5570, 2.2238, -4.4348], [-3.3162, 1.1330, -4.1258], [-2.9137, 0.2077, -3.1381], [-1.7313, 0.3772, -2.4622], [-1.1707, -0.4202, -1.4584], [-1.9176, -1.1274, -0.5185], [-3.2713, -1.1062, -0.2976], [-3.8461, -1.8717, 0.7421], [-3.0860, -2.6532, 1.5608], [-1.6809, -2.6485, 1.3983], [-0.7891, -3.3532, 2.2321], [0.5654, -3.1761, 2.0994], [1.0444, -2.3184, 1.1109], [0.2344, -1.7105, 0.2536], [-1.1220, -1.8622, 0.3817], [1.4776, 4.3508, -3.6006], [2.1192, 2.5242, -2.0382], [-0.6969, 4.2191, -4.7898], [-2.8822, 2.9354, -5.1828], [-4.2501, 0.9627, -4.6447], [-3.5346, -0.6566, -2.9486], [-3.9231, -0.4900, -0.8999], [-4.9175, -1.8258, 0.8872], [-3.5338, -3.2448, 2.3488], [-1.1881, -4.0241, 2.9848], [1.2672, -3.6844, 2.7447], [2.1035, -2.1209, 1.0137], [-3.1391, -1.8163, 4.8131], [-1.8118, -0.5098, 5.0990], [-0.5149, -0.7663, 4.6748], [0.4508, 0.2123, 4.8119], [0.1161, 1.4441, 5.3735], [-1.1571, 1.6510, 5.8842], [-2.1368, 0.6809, 5.7267], [1.0181, 2.5535, 5.4667], [1.9359, 2.6612, 4.6438], [2.0074, 1.9615, 3.4308], [3.1923, 1.3844, 3.0372], [3.3244, 0.7483, 1.7911], [2.2533, 0.6893, 0.9543], [2.2229, 0.0740, -0.2636], [1.0399, 1.2911, 1.3157], [0.0379, 1.1575, 0.4163], [-1.1020, 1.7687, 0.6466], [-1.3063, 2.5714, 1.7811], [-0.3047, 2.6874, 2.7093], [0.9072, 1.9955, 2.5155], [-0.2692, -1.7248, 4.2380], [1.4705, 0.0046, 4.5188], [-1.3793, 2.5937, 6.3700], [-3.1418, 0.8490, 6.0888], [4.0295, 1.3958, 3.7233], [4.2701, 0.3063, 1.4984], [-1.8837, 1.6431, -0.0954], [-2.2443, 3.0955, 1.9025], [-0.4430, 3.3291, 3.5713], [3.8871, 1.0467, -4.5859], [3.7083, -0.1802, -5.0480], [3.4242, -0.1657, -6.3214], [4.7487, -0.9332, -4.7821], [2.2508, -0.8184, -4.1012], [2.6759, -0.8041, -2.6582], [1.1375, 0.0769, -4.2798], [2.0144, -2.2758, -4.6127], [1.0733, -3.0845, -3.6351], [0.3378, -2.1186, -2.7496], [0.3224, -4.1349, -4.1954], [2.2830, -3.8143, -2.3799], [2.2332, -3.0184, -1.2710], [1.9320, -5.0216, -2.0290], [3.5082, -3.7825, -2.8464]]
}


B | {
  "formula": "C35H21BrF6N7O5S2Ta",
  "method": "the ωB97M-V functional and the def2-TZVPD basis",
  "homo_energy_ev": -13.24,
  "charge": 2,
  "elements": ["Ta", "C", "C", "N", "C", "C", "C", "C", "C", "C", "C", "N", "C", "C", "C", "C", "C", "C", "C", "C", "N", "C", "H", "H", "H", "H", "H", "H", "H", "H", "H", "H", "H", "H", "Br", "C", "C", "C", "C", "C", "C", "N", "N", "C", "C", "C", "C", "O", "C", "N", "C", "C", "C", "C", "H", "H", "H", "H", "H", "H", "H", "H", "H", "F", "C", "F", "F", "S", "O", "O", "N", "S", "O", "O", "C", "F", "F", "F"],
  "coordinates": [[-0.7455, -0.9893, -0.9993], [-3.6139, 1.2033, -3.6560], [-3.0702, 0.5588, -2.5442], [-1.7649, 0.3613, -2.4120], [-0.9137, 0.8197, -3.3823], [-1.3877, 1.4141, -4.5612], [-2.7804, 1.6075, -4.6691], [-0.4494, 1.7691, -5.5600], [0.8754, 1.5068, -5.3596], [1.3411, 0.9265, -4.1573], [0.4623, 0.6203, -3.1519], [0.7568, 0.0445, -1.8911], [1.9266, 0.3845, -1.1857], [2.8683, 1.3386, -1.4762], [3.9980, 1.4957, -0.6359], [4.1899, 0.7158, 0.4682], [3.2087, -0.2450, 0.8177], [3.2848, -1.1005, 1.9357], [2.2578, -1.9705, 2.2000], [1.1304, -1.9719, 1.3753], [1.0338, -1.1828, 0.3141], [2.0723, -0.3548, 0.0068], [-4.6833, 1.3429, -3.7131], [-3.7089, 0.1732, -1.7604], [-3.1835, 2.0740, -5.5596], [-0.7956, 2.2287, -6.4758], [1.5957, 1.7455, -6.1298], [2.3954, 0.7118, -4.0564], [2.7778, 1.9792, -2.3405], [4.7291, 2.2486, -0.8971], [5.0671, 0.8298, 1.0907], [4.1592, -1.0601, 2.5732], [2.2936, -2.6476, 3.0411], [0.2933, -2.6273, 1.5749], [4.7841, 1.4891, 4.3457], [2.9519, 1.8561, 4.6285], [2.0998, 0.8211, 4.9828], [0.7563, 1.0866, 5.1975], [0.2872, 2.3886, 5.0729], [1.1597, 3.4289, 4.7821], [2.4943, 3.1614, 4.5280], [-1.0742, 2.7452, 5.3686], [-2.0247, 2.1771, 4.8256], [-1.8404, 1.1954, 3.7942], [-2.2926, -0.0847, 3.9829], [-2.2247, -1.0550, 2.9604], [-1.7154, -0.6928, 1.7467], [-1.6422, -1.4730, 0.6372], [-1.3007, 0.6235, 1.5171], [-0.8715, 0.8647, 0.2432], [-0.5071, 2.1026, -0.0654], [-0.5591, 3.1486, 0.8590], [-0.9826, 2.9074, 2.1443], [-1.3632, 1.6024, 2.5152], [2.4860, -0.1800, 5.1177], [0.0918, 0.2914, 5.5054], [0.7892, 4.4464, 4.7706], [3.1802, 3.9625, 4.2908], [-2.7097, -0.3525, 4.9451], [-2.5844, -2.0609, 3.1318], [-0.1744, 2.2791, -1.0796], [-0.2697, 4.1406, 0.5442], [-1.0429, 3.7168, 2.8596], [-3.7945, -5.5820, -1.1043], [-3.3995, -4.3873, -0.7333], [-4.3598, -3.7488, -0.0893], [-2.3201, -4.4725, 0.0338], [-2.9782, -3.3990, -2.2426], [-2.5379, -2.0876, -1.6860], [-4.1042, -3.3628, -3.0905], [-1.7103, -4.1549, -2.8320], [-0.3988, -3.3391, -2.7386], [-0.0247, -3.0019, -1.3182], [-0.3600, -2.0974, -3.4804], [0.9003, -4.5306, -3.3294], [2.0523, -3.8946, -3.2359], [0.8840, -5.5894, -2.5546], [0.6299, -4.8391, -4.5740]]
}


Best to worst by energy: B, A.


A | {
  "formula": "C7H15N2",
  "method": "the ωB97M-V functional and the def2-TZVPD basis",
  "homo_energy_ev": -13.41,
  "charge": 1,
  "elements": ["C", "C", "C", "N", "C", "C", "N", "C", "C", "H", "H", "H", "H", "H", "H", "H", "H", "H", "H", "H", "H", "H", "H", "H"],
  "coordinates": [[1.0078, -0.0176, -2.0858], [-0.2046, 0.6380, -1.4141], [-0.2349, 2.2039, -1.5143], [-0.2420, 0.2604, -0.0213], [0.2713, 0.8739, 1.0575], [0.1684, -0.3220, 1.9763], [-0.4269, -0.0839, 3.2471], [-0.6226, -0.9737, 0.6956], [-0.0651, -2.2652, 0.0986], [1.3341, 0.5902, -2.8915], [1.8262, -0.1400, -1.3883], [0.7911, -0.8648, -2.6567], [-1.2671, 0.2656, -1.8684], [-1.2805, 2.4902, -1.4385], [0.3846, 2.5162, -2.3755], [0.1446, 2.7420, -0.6624], [0.4733, 1.9407, 1.1179], [1.1455, -0.7598, 2.2102], [-1.1601, 0.5322, 3.5629], [-0.5164, -1.0166, 3.6221], [-1.7486, -0.9611, 0.8676], [0.8162, -2.4615, 0.5834], [0.1376, -2.0805, -0.8889], [-0.7319, -3.1066, 0.1666]]
}


B | {
  "formula": "C7H15N2",
  "method": "the ωB97M-V functional and the def2-TZVPD basis",
  "homo_energy_ev": [-12.11, -11.35],
  "charge": 1,
  "elements": ["C", "C", "C", "C", "C", "C", "C", "N", "N", "H", "H", "H", "H", "H", "H", "H", "H", "H", "H", "H", "H", "H", "H", "H"],
  "coordinates": [[0.1926, 0.4335, 2.3071], [-0.7449, -0.4217, 0.4015], [0.7255, -0.1308, 0.1651], [-0.8094, -1.9511, 0.2475], [-1.8088, 0.3009, -0.4879], [1.6007, -0.8063, -0.8319], [0.9804, 2.3097, -1.0204], [-1.0001, 0.1113, 1.8026], [1.1676, 0.4078, 1.4046], [0.3526, 0.7999, 3.3358], [0.0382, -2.3611, 0.6521], [-0.8055, -2.1356, -0.7926], [-1.7204, -2.2778, 0.7213], [-1.9412, -0.3430, -1.3942], [-1.6265, 1.3168, -0.5810], [-2.6618, 0.2459, 0.0630], [2.0532, -1.6075, -0.2498], [2.4144, -0.0831, -1.2846], [1.0528, -1.2256, -1.7062], [0.2716, 1.9851, -1.7224], [2.0636, 2.1992, -1.1169], [0.7189, 2.5926, -0.0768], [-1.9217, 0.0461, 2.2774], [2.1851, 0.6126, 1.5761]]
}


Best to worst by energy: A, B.


A | {
  "formula": "C3H5O3Pr",
  "method": "the ωB97M-V functional and the def2-TZVPD basis",
  "homo_energy_ev": [-11.10, -13.93],
  "s2": 3.763,
  "multiplicity": 4,
  "charge": 1,
  "elements": ["H", "O", "C", "C", "O", "O", "C", "H", "H", "H", "H", "Pr"],
  "coordinates": [[-2.9890, -0.7371, -0.1618], [2.1843, -0.6174, 0.0721], [1.3066, 0.3485, 0.5153], [2.8110, -0.1191, -1.1002], [0.2898, -0.0185, 1.2247], [0.8538, 1.0425, -0.6853], [1.7061, 0.6976, -1.7801], [3.1480, -0.9677, -1.7039], [3.6727, 0.5097, -0.8313], [1.1354, 0.1060, -2.5071], [2.0838, 1.6093, -2.2565], [-1.6060, 0.6848, 0.1188]]
}


B | {
  "formula": "C3H5O3Pr",
  "method": "the ωB97M-V functional and the def2-TZVPD basis",
  "homo_energy_ev": [-11.18, -13.75],
  "s2": 3.755,
  "multiplicity": 4,
  "charge": 1,
  "elements": ["H", "C", "C", "O", "C", "O", "Pr", "O", "H", "H", "H", "H"],
  "coordinates": [[1.6448, -1.8635, -0.2191], [0.9380, -1.0400, -0.1299], [-0.0343, -0.9868, -1.0757], [-1.3382, -0.6816, -0.9201], [-1.5932, 0.4627, -0.1958], [-2.8884, 0.7800, -0.4599], [-0.0030, 1.0826, 1.5333], [2.0730, 1.8274, 1.2059], [1.5198, -0.4129, 0.5449], [2.9137, 1.3887, 1.3323], [0.0855, -1.5927, -1.9771], [-3.3177, 1.0360, 0.3613]]
}


C | {
  "formula": "C3H5O3Pr",
  "method": "the ωB97M-V functional and the def2-TZVPD basis",
  "homo_energy_ev": [-10.21, -10.22],
  "s2": 3.752,
  "multiplicity": 4,
  "charge": 1,
  "elements": ["H", "C", "C", "O", "C", "O", "Pr", "O", "H", "H", "H", "H"],
  "coordinates": [[-0.7711, 1.5361, 0.0693], [0.2093, 1.2574, 0.4948], [1.2179, 0.6486, -0.4220], [0.5549, -0.3767, -1.2498], [-0.3879, -1.0854, -0.7367], [-0.8259, -1.8968, -1.6948], [-1.8194, -1.0631, 2.1988], [0.0479, 0.1961, 1.5037], [0.6716, 2.1120, 1.0123], [1.0479, -0.2330, 1.2944], [1.5273, 1.4047, -1.1569], [-1.4724, -2.4997, -1.3133]]
}


Best to worst by energy: A, B, C.